{"formula": "C55H65NO2P", "method": "ωB97M-V/def2-TZVPD", "relative_energy_kj_mol": 145.1, "orbital_gap_ev": 7.165, "total_charge": 1, "species": ["C", "C", "O", "N", "C", "P", "C", "C", "C", "C", "O", "H", "H", "H", "H", "H", "H", "H", "H", "H", "H", "H", "H", "H", "H", "H", "H", "H", "C", "C", "C", "C", "C", "C", "H", "H", "H", "H", "H", "H", "C", "C", "C", "C", "C", "C", "H", "H", "H", "H", "H", "H", "C", "C", "C", "C", "C", "C", "H", "H", "H", "H", "H", "H", "C", "C", "C", "C", "C", "C", "H", "H", "H", "H", "H", "H", "C", "C", "C", "C", "C", "C", "H", "H", "H", "H", "H", "H", "C", "C", "C", "C", "C", "C", "H", "H", "H", "H", "H", "H", "C", "C", "C", "C", "C", "C", "H", "H", "H", "H", "H", "H", "C", "C", "C", "C", "C", "C", "H", "H", "H", "H", "H", "H"], "xyz": [[4.710, -2.688, 3.399], [3.508, -1.730, 3.939], [2.948, -1.922, 5.048], [3.073, -0.643, 3.020], [2.437, 0.512, 3.736], [2.098, -1.254, 1.693], [0.459, -0.372, 1.433], [-0.751, -0.880, 2.366], [-0.332, -1.878, 3.552], [-1.729, -2.479, 4.146], [-2.191, -1.667, 5.277], [5.537, -2.762, 4.175], [5.087, -2.270, 2.397], [4.296, -3.733, 3.196], [1.327, 0.393, 3.957], [2.650, 1.483, 3.153], [2.991, 0.626, 4.740], [2.874, -1.024, 0.490], [2.001, -2.679, 1.815], [0.146, -0.570, 0.344], [0.635, 0.757, 1.529], [-1.513, -1.445, 1.718], [-1.226, 0.042, 2.839], [0.266, -2.794, 3.219], [0.155, -1.350, 4.456], [-1.637, -3.560, 4.487], [-2.563, -2.423, 3.350], [-2.060, -0.722, 5.045], [-1.159, 2.338, -4.100], [-0.747, 1.055, -3.757], [-0.010, 0.848, -2.595], [0.307, 1.925, -1.772], [-0.107, 3.208, -2.114], [-0.837, 3.416, -3.280], [-1.731, 2.500, -5.008], [-1.000, 0.215, -4.395], [0.317, -0.153, -2.331], [0.879, 1.764, -0.863], [0.139, 4.048, -1.472], [-1.155, 4.417, -3.550], [-6.646, -0.513, 0.279], [-6.517, -1.648, 1.073], [-5.662, -1.637, 2.171], [-4.942, -0.486, 2.479], [-5.073, 0.650, 1.687], [-5.921, 0.636, 0.584], [-7.310, -0.523, -0.578], [-7.084, -2.542, 0.837], [-5.557, -2.524, 2.786], [-4.278, -0.476, 3.338], [-4.513, 1.548, 1.928], [-6.020, 1.520, -0.036], [-2.003, 7.210, -2.180], [-1.638, 8.245, -1.324], [-1.459, 9.531, -1.824], [-1.653, 9.783, -3.179], [-2.021, 8.749, -4.034], [-2.192, 7.462, -3.535], [-2.140, 6.206, -1.790], [-1.493, 8.049, -0.267], [-1.168, 10.336, -1.158], [-1.518, 10.787, -3.568], [-2.174, 8.947, -5.089], [-2.474, 6.654, -4.203], [-0.645, 4.896, -9.696], [-1.011, 5.247, -8.400], [-0.700, 4.406, -7.337], [-0.014, 3.216, -7.569], [0.355, 2.867, -8.864], [0.036, 3.705, -9.928], [-0.890, 5.551, -10.525], [-1.539, 6.177, -8.219], [-0.991, 4.677, -6.327], [0.233, 2.562, -6.739], [0.891, 1.941, -9.044], [0.318, 3.430, -10.939], [9.658, -1.325, 0.143], [8.685, -2.222, -0.285], [7.337, -1.915, -0.128], [6.962, -0.705, 0.449], [7.936, 0.194, 0.873], [9.283, -0.118, 0.724], [10.708, -1.567, 0.024], [8.977, -3.163, -0.741], [6.578, -2.618, -0.457], [5.910, -0.463, 0.568], [7.644, 1.138, 1.321], [10.042, 0.581, 1.060], [-2.521, -5.693, 6.380], [-2.103, -6.976, 6.722], [-1.360, -7.180, 7.880], [-1.042, -6.102, 8.702], [-1.463, -4.821, 8.362], [-2.199, -4.615, 7.199], [-3.098, -5.534, 5.474], [-2.357, -7.817, 6.085], [-1.029, -8.179, 8.143], [-0.467, -6.262, 9.608], [-1.217, -3.981, 9.004], [-2.522, -3.614, 6.931], [4.337, 5.936, -7.745], [3.212, 5.216, -7.354], [2.745, 5.309, -6.046], [3.399, 6.129, -5.131], [4.522, 6.852, -5.523], [4.993, 6.752, -6.829], [4.702, 5.861, -8.764], [2.698, 4.582, -8.070], [1.872, 4.742, -5.740], [3.033, 6.205, -4.113], [5.030, 7.493, -4.810], [5.872, 7.311, -7.132], [-4.483, -9.993, 5.433], [-5.196, -9.041, 4.711], [-5.495, -9.264, 3.370], [-5.089, -10.445, 2.755], [-4.380, -11.398, 3.478], [-4.073, -11.171, 4.816], [-4.247, -9.817, 6.478], [-5.518, -8.124, 5.193], [-6.045, -8.519, 2.805], [-5.327, -10.621, 1.711], [-4.065, -12.319, 2.999], [-3.515, -11.912, 5.379]], "mulliken_charge": [-0.74, 0.39, -0.46, 0.15, -0.77, 0.04, -0.36, -0.38, -0.40, -0.17, -0.53, 0.36, 0.10, 0.30, 0.25, 0.31, 0.34, 0.19, 0.21, 0.16, 0.54, 0.35, 0.12, 0.21, 0.19, 0.25, 0.04, 0.29, -0.57, -0.49, -0.44, -0.16, -0.79, 0.02, 0.56, 0.39, 0.38, 0.38, 0.41, 0.31, -0.40, -0.40, -0.52, -0.17, -0.50, -0.38, 0.37, 0.36, 0.43, 0.48, 0.37, 0.38, -0.32, -0.45, -0.37, -0.38, -0.46, -0.35, 0.43, 0.35, 0.36, 0.37, 0.37, 0.44, -0.41, -0.58, 0.05, -0.24, -0.56, -0.41, 0.38, 0.40, 0.27, 0.35, 0.36, 0.38, -0.42, -0.37, -0.39, -0.11, -0.54, -0.34, 0.37, 0.36, 0.34, 0.38, 0.35, 0.37, -0.59, -0.29, -0.49, -0.34, -0.60, -0.16, 0.46, 0.44, 0.37, 0.37, 0.38, 0.45, -0.51, -0.11, -0.14, -0.53, -0.40, -0.38, 0.37, 0.29, 0.32, 0.38, 0.36, 0.36, -0.41, -0.34, -0.38, -0.37, -0.38, -0.38, 0.43, 0.40, 0.36, 0.36, 0.36, 0.36]}



{"formula": "C4H7NO", "method": "ωB97M-V/def2-TZVPD", "relative_energy_kj_mol": 538.5, "orbital_gap_ev": 8.383, "total_charge": 0, "species": ["O", "C", "C", "N", "C", "C", "H", "H", "H", "H", "H", "H", "H"], "xyz": [[-2.693, -0.674, 1.403], [-1.501, -0.543, 1.190], [-0.927, 0.533, 0.422], [0.377, 0.546, 0.170], [1.345, 0.822, -0.634], [1.480, -0.424, 0.117], [-0.764, -1.284, 1.574], [-1.526, 1.360, 0.061], [-0.767, -0.133, -1.699], [1.726, 1.601, -1.267], [-0.089, 0.056, -1.987], [1.215, -1.382, -0.343], [2.123, -0.477, 0.994]], "mulliken_charge": [-0.53, -0.13, -0.24, -0.04, -0.29, -0.40, 0.28, 0.44, 0.03, 0.35, -0.04, 0.29, 0.26]}



{"formula": "C33H36N6RuS", "method": "ωB97M-V/def2-TZVPD", "orbital_gap_ev": [6.121, 3.132], "total_charge": 4, "spin_multiplicity": 5, "species": ["Ru", "C", "C", "C", "C", "C", "C", "N", "C", "C", "C", "C", "C", "N", "C", "C", "C", "C", "C", "C", "N", "H", "H", "H", "H", "H", "H", "H", "H", "H", "H", "H", "H", "H", "H", "H", "C", "C", "C", "C", "C", "C", "C", "C", "C", "S", "C", "N", "H", "H", "H", "H", "H", "H", "H", "H", "C", "C", "N", "C", "C", "N", "C", "C", "H", "H", "H", "H", "H", "H", "H", "H", "H", "H", "H", "H", "H"], "xyz": [[-0.253, 0.771, 0.025], [-1.978, 0.955, 3.010], [-0.531, 0.630, 3.181], [-0.039, 0.570, 4.481], [1.337, 0.436, 4.704], [2.189, 0.358, 3.629], [1.636, 0.297, 2.345], [0.296, 0.556, 2.114], [2.469, 0.119, 1.207], [3.871, -0.093, 1.192], [4.476, -0.309, -0.026], [3.793, -0.229, -1.237], [2.415, -0.026, -1.199], [1.783, 0.091, 0.018], [1.583, 0.281, -2.342], [2.138, 0.317, -3.633], [1.292, 0.406, -4.705], [-0.025, 0.596, -4.431], [-0.523, 0.808, -3.131], [-1.892, 1.373, -3.063], [0.278, 0.592, -2.077], [-2.401, 0.922, 4.011], [-2.468, 0.232, 2.391], [-2.142, 1.956, 2.626], [-0.708, 0.688, 5.336], [1.732, 0.296, 5.704], [3.268, 0.318, 3.797], [4.502, -0.005, 2.059], [5.553, -0.488, -0.060], [4.330, -0.335, -2.154], [3.214, 0.230, -3.783], [1.603, 0.358, -5.740], [-0.702, 0.539, -5.268], [-2.251, 1.559, -4.091], [-1.802, 2.385, -2.629], [-2.630, 0.731, -2.584], [2.105, 3.550, 0.065], [0.648, 3.872, 0.133], [0.363, 5.259, 0.251], [-0.890, 5.758, 0.076], [-1.958, 4.849, -0.065], [-3.320, 5.215, -0.256], [-4.305, 4.274, -0.218], [-3.998, 2.905, -0.166], [-2.693, 2.466, -0.019], [-2.380, 0.679, -0.101], [-1.633, 3.438, 0.007], [-0.331, 2.955, 0.037], [2.669, 4.494, 0.025], [2.372, 2.955, -0.834], [2.380, 3.011, 0.962], [1.237, 5.865, 0.418], [-1.077, 6.834, 0.093], [-3.522, 6.290, -0.295], [-5.357, 4.600, -0.281], [-4.796, 2.142, -0.316], [-0.511, -5.138, 1.528], [-0.441, -3.644, 1.214], [-0.246, -3.380, -0.235], [0.966, -4.090, -0.631], [0.739, -5.633, -0.542], [-0.548, -5.885, 0.214], [-1.744, -5.344, -0.544], [-1.444, -3.920, -0.952], [-1.405, -5.361, 2.164], [0.350, -5.524, 2.063], [0.348, -3.134, 1.782], [-1.363, -3.160, 1.524], [1.738, -3.797, 0.070], [1.372, -3.778, -1.624], [1.530, -6.135, -0.018], [0.663, -6.103, -1.521], [-0.772, -6.869, 0.375], [-2.614, -5.321, 0.124], [-1.984, -5.985, -1.418], [-2.290, -3.286, -0.731], [-1.274, -3.809, -2.033]], "mulliken_charge": [0.10, -1.28, 0.58, -0.76, -0.90, -0.94, 0.69, 1.02, 0.09, -0.66, -1.33, -0.71, 0.39, 1.22, 0.65, -0.85, -0.99, -0.71, 0.71, -1.28, 0.94, 0.57, 0.26, 0.17, 0.50, 0.49, 0.47, 0.58, 0.50, 0.62, 0.45, 0.52, 0.51, 0.59, 0.19, 0.25, -0.96, 0.56, -0.96, -0.97, 0.28, -0.70, -0.85, -0.54, 1.06, -0.61, -0.04, 1.04, 0.59, 0.08, 0.12, 0.54, 0.48, 0.43, 0.43, 0.43, -0.95, -0.25, -0.06, -0.35, -0.85, 0.01, -0.69, -0.47, 0.33, 0.38, 0.18, 0.42, 0.35, 0.39, 0.38, 0.34, 0.34, 0.36, 0.33, 0.28, 0.44]}



{"formula": "C2H6NS", "method": "ωB97M-V/def2-TZVPD", "relative_energy_kj_mol": 436.7, "orbital_gap_ev": [5.693, 8.628], "total_charge": 1, "spin_multiplicity": 3, "species": ["C", "C", "N", "S", "H", "H", "H", "H", "H", "H"], "xyz": [[0.578, -0.374, -0.600], [-0.476, -0.116, 0.386], [0.396, 0.988, -0.085], [-2.241, 0.101, -0.082], [1.488, -0.934, -0.215], [0.173, -0.424, -1.702], [-0.087, -0.510, 1.736], [1.080, 1.490, 0.599], [-0.030, 1.697, -0.757], [-2.938, -1.045, 0.173]], "mulliken_charge": [-0.29, -0.11, -0.27, -0.09, 0.29, 0.26, 0.29, 0.34, 0.30, 0.29]}



{"formula": "C4H7NO", "method": "ωB97M-V/def2-TZVPD", "relative_energy_kj_mol": 459.9, "orbital_gap_ev": 8.821, "total_charge": 0, "species": ["C", "C", "C", "N", "C", "O", "H", "H", "H", "H", "H", "H", "H"], "xyz": [[1.715, -0.435, 0.538], [0.474, -0.252, -0.274], [-0.862, -0.446, 0.236], [-1.818, 0.149, -0.513], [-0.784, 1.774, -0.772], [-1.294, 2.705, -1.232], [2.263, 0.514, 0.541], [1.482, -0.685, 1.578], [2.386, -1.195, 0.124], [0.550, -0.250, -1.357], [-0.934, -0.552, 1.327], [-0.459, -1.512, -0.157], [-2.719, 0.184, -0.039]], "mulliken_charge": [-1.11, -0.21, -0.02, -0.53, 0.11, -0.30, 0.31, 0.32, 0.31, 0.44, 0.35, 0.12, 0.22]}